No. 1
Molecular formula: C47H57Ge2N4O4Si3Ta
Method: DFT, the ωB97M-V functional and the def2-TZVPD basis

Computed properties:
Net charge: +1
Multiplicity: 2
HOMO energy (alpha / beta), hartree: -0.385 / -0.387
Kohn-Sham gap (alpha / beta), eV: 6.39 / 6.03
Energy above the lowest of the compared OMol25 structures with the same formula, charge and spin, kcal/mol: 23.0

Last column: Löwdin spin population.
Positions of all 118 atoms, in Å:
Ta  -0.04828  0.34368  -0.38824  0.0878
O  -2.37511  5.29423  0.78888  -0.0001
C  -2.72589  5.00776  -0.47639  -0.0002
C  -3.72607  5.78964  -1.05366  0.0000
C  -4.13664  5.54284  -2.34660  -0.0002
C  -3.56798  4.51201  -3.10158  0.0000
C  -2.58589  3.73253  -2.53737  -0.0001
C  -2.14960  3.96388  -1.22187  0.0000
C  -1.16278  3.06988  -0.63592  -0.0007
O  -0.80404  2.00523  -1.30625  0.0025
N  -0.68570  3.26584  0.56900  -0.0008
N  0.10861  2.18393  0.90994  -0.0005
C  0.85338  2.34825  1.92947  0.0122
C  1.79119  1.29888  2.27530  0.0118
C  2.54298  1.33346  3.43231  0.0042
C  3.39092  0.26485  3.69649  0.0112
C  3.45850  -0.76530  2.78391  0.0014
C  2.68469  -0.69775  1.63157  0.0219
N  1.86055  0.30746  1.37820  0.0438
H  -1.64762  4.70348  1.05987  0.0000
H  -4.15659  6.58920  -0.46294  0.0000
H  -4.91010  6.16468  -2.78192  0.0000
H  -3.89631  4.33114  -4.11697  0.0000
H  -2.12881  2.92746  -3.09914  0.0000
H  0.80803  3.27905  2.48300  0.0002
H  2.45582  2.16547  4.11942  0.0002
H  3.98685  0.24444  4.60001  0.0006
H  4.10765  -1.61743  2.93634  -0.0001
H  2.74200  -1.47575  0.88155  -0.0003
O  -3.04075  -0.91358  -2.80707  0.0133
C  -2.52734  -0.48016  -1.82806  0.0035
O  -1.21826  -0.67093  -1.52998  0.0561
C  -3.20302  0.33432  -0.76850  0.0000
C  -4.51891  0.71945  -0.89956  -0.0002
C  -5.06898  1.50345  0.10327  0.0004
C  -4.28991  1.83429  1.19910  -0.0004
C  -2.97404  1.39996  1.24361  0.0009
N  -2.43059  0.67854  0.26589  0.0014
H  -5.07455  0.40978  -1.77419  0.0000
H  -6.09460  1.84203  0.03531  0.0000
H  -4.68316  2.43114  2.01195  0.0000
H  -2.34022  1.64506  2.08692  0.0003
C  -0.23269  -1.12403  1.07223  0.6019
Ge  -1.17129  -2.17843  2.41632  0.0509
C  -2.94943  -1.52669  2.84037  -0.0011
C  -3.95811  -1.84577  1.92628  -0.0004
C  -5.27699  -1.49166  2.16739  0.0003
C  -5.61119  -0.81533  3.33686  -0.0006
C  -4.62401  -0.50155  4.25779  0.0004
C  -3.30196  -0.86401  4.01320  -0.0005
C  0.06605  -2.18170  3.91738  0.0132
C  0.94312  -3.25539  4.08381  0.0010
C  1.87743  -3.26026  5.11309  0.0005
C  1.94621  -2.19019  5.99623  0.0004
C  1.08754  -1.10911  5.83696  0.0007
C  0.16368  -1.10192  4.79831  0.0035
C  -1.28590  -3.91897  1.56972  0.0122
C  -1.45021  -5.09464  2.30205  0.0011
C  -1.56469  -6.32031  1.65875  0.0006
C  -1.53126  -6.38348  0.27163  -0.0001
C  -1.37844  -5.22040  -0.47141  0.0008
C  -1.25366  -3.99676  0.17448  0.0095
H  0.64876  -1.73522  0.79707  0.0241
H  -3.71769  -2.39914  1.02307  -0.0001
H  -6.04674  -1.76048  1.45353  0.0000
H  -6.64302  -0.55056  3.53660  0.0000
H  -4.88247  0.00636  5.17956  0.0000
H  -2.55573  -0.64386  4.76794  0.0000
H  0.88997  -4.10779  3.41542  0.0000
H  2.53882  -4.10992  5.23484  0.0001
H  2.65982  -2.20347  6.81166  0.0000
H  1.13140  -0.27477  6.52786  0.0000
H  -0.49201  -0.24221  4.69248  -0.0001
H  -1.49410  -5.06437  3.38609  0.0001
H  -1.68634  -7.22504  2.24084  0.0001
H  -1.63016  -7.33881  -0.22879  0.0000
H  -1.36238  -5.26299  -1.55400  0.0001
H  -1.12998  -3.09879  -0.42327  0.0071
C  2.34641  1.05358  -5.43292  0.0006
Si  1.28349  1.44239  -3.94014  0.0008
C  -0.46130  0.97566  -4.43875  0.0002
C  1.37743  3.28525  -3.58291  -0.0001
Ge  2.05834  0.28575  -1.96989  0.0014
Si  2.49737  -1.97572  -2.62496  0.0006
C  2.83728  -3.10992  -1.16369  -0.0003
C  4.02155  -2.02213  -3.71055  0.0002
C  1.01719  -2.63754  -3.55511  0.0003
Si  4.03589  1.47231  -1.34753  -0.0004
C  5.14622  0.53976  -0.15607  0.0006
C  5.02543  1.80847  -2.89970  -0.0005
C  3.61954  3.14277  -0.59215  0.0002
H  1.87477  1.52117  -6.30680  0.0001
H  2.39010  -0.02118  -5.63268  0.0000
H  3.36833  1.43010  -5.36394  0.0000
H  -0.81951  1.71950  -5.16095  0.0001
H  -1.18166  0.92090  -3.61936  0.0001
H  -0.46356  0.00418  -4.94228  0.0000
H  0.72187  3.83420  -4.26778  0.0000
H  2.39596  3.65154  -3.74457  0.0000
H  1.08601  3.54258  -2.56222  0.0000
H  3.67033  -2.75021  -0.55196  0.0000
H  3.12148  -4.09805  -1.54431  0.0000
H  1.95494  -3.25677  -0.52877  -0.0003
H  4.91246  -1.69693  -3.16373  0.0000
H  3.92498  -1.39479  -4.59970  0.0000
H  4.19324  -3.05357  -4.04183  0.0000
H  0.08298  -2.52248  -2.99982  0.0000
H  1.16867  -3.70365  -3.76080  0.0001
H  0.89266  -2.12648  -4.51443  0.0000
H  5.22007  -0.53043  -0.37248  0.0000
H  4.83766  0.66534  0.88158  0.0002
H  6.15356  0.96320  -0.24876  0.0001
H  5.27041  0.90232  -3.45959  0.0000
H  5.96603  2.29832  -2.62111  -0.0001
H  4.48846  2.48420  -3.56835  0.0000
H  2.77516  3.10322  0.09860  0.0001
H  3.36438  3.86417  -1.37340  0.0000
H  4.48355  3.53426  -0.04364  0.0000

---

No. 2
Molecular formula: C47H57IN8O2PPm
Method: DFT, the ωB97M-V functional and the def2-TZVPD basis

Computed properties:
Net charge: +2
Multiplicity: 5
HOMO energy (alpha / beta), hartree: -0.436 / -0.436
Kohn-Sham gap (alpha / beta), eV: 7.09 / 7.22

Last column: Löwdin spin population.
Positions of all 117 atoms, in Å:
Pm  1.22216  -1.37993  0.34177  4.0408
N  -1.44182  -1.92600  0.67883  -0.0050
C  -1.75943  -2.69493  1.89797  0.0000
C  -0.52855  -2.93716  2.74787  0.0003
N  0.35875  -1.78826  2.78475  -0.0050
H  -1.90698  -1.00902  0.69689  0.0003
H  -1.88615  -2.32526  -0.15601  0.0000
H  -2.07291  -3.69393  1.57485  0.0000
H  -2.57133  -2.23565  2.47305  -0.0001
H  0.10540  -3.72537  2.26163  0.0002
H  -0.86040  -3.20005  3.75793  0.0000
H  1.13560  -1.93450  3.50075  0.0002
H  -0.09342  -0.95905  3.14702  0.0000
C  3.02641  2.11177  -2.48741  0.0000
N  2.79161  2.14834  -1.01087  0.0005
C  3.46682  3.27038  -0.36968  0.0000
C  1.90305  1.36071  -0.36435  -0.0007
N  0.90518  0.69346  -0.99034  -0.0090
C  0.11362  1.14394  -2.08127  0.0004
C  -0.05085  2.51982  -2.36003  -0.0009
C  -0.99347  3.01289  -3.25623  0.0001
C  -1.71601  2.12547  -4.01441  -0.0007
C  -1.63429  0.70437  -3.86533  0.0001
C  -2.45189  -0.21070  -4.63143  -0.0007
C  -2.42189  -1.55273  -4.38092  0.0001
C  -1.51616  -2.07008  -3.47112  -0.0007
C  -0.53652  -1.25186  -2.79218  0.0005
N  0.54931  -1.86413  -2.11373  -0.0065
C  1.16291  -2.87164  -2.84204  0.0002
N  1.34431  -4.12775  -2.27812  0.0005
C  2.53243  -4.94799  -2.51164  0.0001
C  0.32922  -4.62567  -1.38761  0.0001
N  1.64928  -2.59609  -4.07008  -0.0001
C  1.98442  -1.22784  -4.50012  0.0000
C  1.88217  -3.63757  -5.12051  0.0000
C  -0.66777  0.19362  -2.89604  -0.0002
N  1.99522  1.27015  1.04350  -0.0039
C  0.83988  1.96344  1.71299  0.0003
C  3.28264  1.44219  1.74765  -0.0001
H  4.08319  1.88981  -2.68476  0.0000
H  2.76064  3.08174  -2.96719  0.0000
H  2.47234  1.24695  -2.90241  0.0000
H  3.29498  4.21108  -0.91318  0.0000
H  4.56310  3.08412  -0.36496  0.0000
H  3.07758  3.40525  0.65922  0.0000
H  0.52621  3.30319  -1.86412  0.0000
H  -1.16486  4.07669  -3.28004  0.0000
H  -2.35940  2.40510  -4.82307  0.0000
H  -3.12043  0.32151  -5.33285  0.0000
H  -3.08073  -2.27243  -4.92196  0.0000
H  -1.49911  -3.15681  -3.30973  0.0000
H  3.20440  -4.35506  -3.09041  0.0000
H  2.19726  -5.89602  -3.01873  0.0000
H  2.98438  -5.17671  -1.53579  0.0000
H  0.72719  -5.33493  -0.61206  0.0000
H  -0.47414  -5.13978  -1.96916  0.0000
H  -0.20722  -3.77645  -0.93641  0.0000
H  2.12836  -0.57768  -3.67654  0.0000
H  1.23846  -0.75386  -5.12907  0.0000
H  2.92411  -1.22453  -5.09171  0.0000
H  1.28532  -4.55099  -4.77512  0.0000
H  2.95212  -3.90676  -5.17581  0.0000
H  1.44847  -3.34345  -6.07067  0.0000
H  0.66949  2.95329  1.22606  0.0000
H  1.11635  2.13395  2.76878  0.0000
H  -0.08691  1.34874  1.60430  0.0002
H  3.47763  2.46608  2.07919  -0.0001
H  4.11162  1.19174  1.08451  0.0000
H  3.29666  0.78232  2.59958  0.0000
I  10.06911  -3.44178  1.01557  0.0000
C  8.05128  -2.85717  0.90482  -0.0001
C  7.47756  -2.56514  -0.35999  0.0000
C  6.08756  -2.39388  -0.47912  -0.0001
C  5.26762  -2.43286  0.65098  -0.0001
C  5.87519  -2.57108  1.89547  -0.0001
C  7.22828  -2.88119  2.05002  0.0000
C  3.77667  -2.27531  0.62968  -0.0002
O  3.20681  -1.74132  1.62193  -0.0038
O  3.12508  -2.64996  -0.45882  -0.0067
H  8.12556  -2.54387  -1.27746  0.0000
H  5.64613  -2.14399  -1.44383  0.0000
H  5.24740  -2.46010  2.78011  0.0000
H  7.64880  -3.20890  3.01217  0.0000
C  -3.78505  1.63925  6.66574  0.0000
C  -4.69373  2.11505  5.73317  0.0000
C  -4.37110  2.26183  4.40379  0.0000
C  -3.09036  1.90521  3.94615  0.0000
C  -2.14940  1.47097  4.87696  0.0000
C  -2.49413  1.31409  6.22981  0.0000
P  -2.79740  1.87485  2.17495  0.0000
C  -3.12449  3.59486  1.72663  0.0000
C  -4.13196  4.10186  0.83766  0.0000
C  -3.98411  5.41718  0.37443  0.0000
C  -2.97911  6.26544  0.84631  0.0000
C  -2.14162  5.85637  1.86318  0.0000
C  -2.26641  4.54829  2.31854  0.0000
C  -4.24118  1.02438  1.44198  0.0000
C  -4.37082  1.06473  0.06334  0.0000
C  -5.57261  0.68684  -0.50317  0.0000
C  -6.62111  0.22583  0.30456  0.0000
C  -6.42743  0.10835  1.64752  0.0000
C  -5.30627  0.50507  2.25549  0.0000
H  -4.03260  1.58853  7.72979  0.0000
H  -5.72002  2.39054  6.10071  0.0000
H  -5.07064  2.72396  3.71810  0.0000
H  -1.13374  1.24444  4.52863  0.0000
H  -1.67809  1.05998  6.89495  0.0000
H  -5.04760  3.55861  0.55729  0.0000
H  -4.57847  5.74518  -0.44275  0.0000
H  -2.85213  7.29643  0.48627  0.0000
H  -1.41956  6.52363  2.29223  0.0000
H  -1.55505  4.22608  3.08362  0.0000
H  -3.56073  1.48637  -0.54715  0.0000
H  -5.69634  0.70348  -1.59586  0.0000
H  -7.54855  -0.14695  -0.18309  0.0000
H  -7.25190  -0.21847  2.31291  0.0000
H  -5.15692  0.40082  3.32390  0.0000